Record 1
The following is a quantum chemistry calculation of a structure of composition C55H44F3N5OP2S2Ti at a distorted geometry, from OMol25.

Calculated values
Calculated total energy = -5098.1783 Eh
Orbital gap (alpha / beta) = 5.12 / 5.10 eV
Net charge = +1
Molecular weight = 1021.93 g mol⁻¹
Spin multiplicity = 2

Each line ends with the Löwdin charge.
Geometry (Å):
Ti  0.452  -0.226  0.283  0.2976
O  -0.368  -0.539  -2.994  -0.3533
S  0.739  -0.035  -2.109  0.8310
C  1.265  1.491  -2.890  -0.3797
C  1.143  1.787  -4.249  -0.0977
C  1.555  3.034  -4.719  -0.0400
C  2.044  3.989  -3.827  -0.0305
C  2.093  3.715  -2.458  -0.0179
C  1.679  2.468  -1.987  -0.3000
P  1.479  1.928  -0.281  1.0720
C  0.483  3.295  0.395  -0.2362
C  1.008  4.518  0.838  -0.0790
C  0.170  5.523  1.331  -0.0864
C  -1.207  5.324  1.383  -0.0551
C  -1.749  4.121  0.942  -0.0157
C  -0.911  3.116  0.452  -0.2146
C  3.135  2.110  0.449  -0.3517
C  4.307  1.996  -0.318  -0.0823
C  5.571  2.088  0.273  -0.0741
C  5.688  2.276  1.646  -0.0778
C  4.543  2.358  2.431  -0.0618
C  3.280  2.263  1.839  -0.0906
C  2.149  -1.121  -2.515  -0.2787
C  2.874  -1.026  -3.713  -0.0360
C  3.915  -1.911  -3.998  -0.0464
C  4.237  -2.916  -3.096  -0.0497
C  3.509  -3.043  -1.914  -0.0636
C  2.455  -2.162  -1.607  -0.3125
P  1.464  -2.334  -0.080  1.0188
C  0.334  -3.692  -0.496  -0.2339
C  0.743  -4.979  -0.867  -0.0439
C  -0.195  -5.975  -1.159  -0.0297
C  -1.558  -5.695  -1.091  0.0088
C  -1.984  -4.420  -0.734  -0.0306
C  -1.046  -3.428  -0.441  -0.1557
C  2.636  -2.985  1.149  -0.3351
C  2.342  -4.075  1.981  -0.0783
C  3.263  -4.529  2.931  -0.0608
C  4.487  -3.885  3.084  -0.0636
C  4.785  -2.777  2.297  -0.0561
C  3.864  -2.326  1.348  -0.0837
H  0.722  1.056  -4.934  0.1384
H  1.477  3.268  -5.778  0.1229
H  2.354  4.965  -4.194  0.1178
H  2.427  4.487  -1.772  0.1204
H  2.077  4.712  0.801  0.1056
H  0.595  6.464  1.670  0.1025
H  -1.858  6.107  1.763  0.1098
H  -2.823  3.961  0.975  0.1106
H  -1.364  2.187  0.108  -0.1360
H  4.260  1.821  -1.390  0.1056
H  6.463  2.003  -0.343  0.1081
H  6.671  2.347  2.105  0.1088
H  4.627  2.488  3.507  0.1118
H  2.403  2.309  2.484  0.1011
H  2.635  -0.286  -4.466  0.1031
H  4.462  -1.823  -4.933  0.1181
H  5.041  -3.613  -3.318  0.1171
H  3.774  -3.853  -1.238  0.1110
H  1.798  -5.233  -0.925  0.1095
H  0.140  -6.969  -1.443  0.1173
H  -2.287  -6.468  -1.322  0.1265
H  -3.045  -4.191  -0.689  0.0850
H  -1.408  -2.436  -0.175  -0.0898
H  1.385  -4.588  1.913  0.1047
H  3.015  -5.381  3.558  0.1125
H  5.200  -4.236  3.825  0.1135
H  5.730  -2.255  2.424  0.1129
H  4.120  -1.443  0.763  0.1032
S  0.397  -0.186  2.617  0.7534
C  -0.849  1.017  2.490  -0.6965
N  -1.474  1.218  3.618  0.0180
N  -2.472  2.167  3.609  -0.0131
C  -3.813  1.719  3.453  -0.2470
C  -4.137  0.460  2.932  -0.0415
C  -5.467  0.095  2.705  -0.0848
C  -6.494  0.995  2.977  -0.1045
C  -6.190  2.263  3.467  -0.0866
C  -4.858  2.624  3.692  -0.0417
N  -1.177  1.722  1.349  -0.0016
N  -1.194  0.970  0.351  -0.1595
C  -1.645  1.659  -0.787  -0.3632
C  -2.880  2.322  -0.815  -0.0062
C  -3.321  2.960  -1.977  -0.0242
C  -2.533  2.932  -3.127  -0.0408
C  -1.309  2.265  -3.116  0.0022
C  -0.871  1.629  -1.951  -0.1179
H  -2.415  2.774  4.423  0.1379
H  -3.345  -0.250  2.699  0.0908
H  -5.688  -0.892  2.308  0.0917
H  -7.527  0.711  2.796  0.1006
H  -6.984  2.977  3.664  0.1043
H  -4.632  3.626  4.047  0.1076
H  -3.495  2.333  0.082  0.1355
H  -4.278  3.474  -1.978  0.1177
H  -2.875  3.427  -4.031  0.1102
H  -0.693  2.234  -4.010  0.0933
H  0.080  1.102  -1.936  -0.1491
F  -5.026  -4.345  -1.009  0.1416
C  -4.710  -3.919  0.245  -0.5197
F  -4.599  -5.044  1.005  0.1465
F  -5.811  -3.264  0.706  0.1440
C  -3.478  -3.055  0.265  -0.1767
C  -3.443  -1.864  -0.470  0.0680
C  -2.294  -1.093  -0.429  -0.0470
N  -1.196  -1.425  0.283  -0.1469
C  -1.246  -2.576  0.985  -0.1818
C  -2.349  -3.414  1.008  0.0019
H  -4.295  -1.543  -1.062  0.1488
H  -2.222  -0.161  -0.984  0.1146
H  -0.348  -2.814  1.547  0.1336
H  -2.323  -4.327  1.596  0.1844
H  2.213  -0.226  0.283  0.0058

=====

Record 2
The following is a quantum chemistry calculation of a cluster of 3 separate species, C55H49ClF5N3O15PS3 in total at a distorted geometry, from OMol25.

Calculated values
Calculated total energy = -5913.1032 Eh
Orbital gap = 5.70 eV
Net charge = +1
Molecular weight = 1249.62 g mol⁻¹

Each line ends with the Löwdin charge.
Geometry (Å):
C  -3.123  -3.238  1.374  0.1239
C  -2.404  -3.073  0.421  -0.0927
C  -1.376  -3.278  -0.658  -0.0579
C  -0.130  -2.301  -0.509  -0.4696
O  0.326  -2.403  0.809  -0.0403
C  0.756  -3.695  1.250  -0.2205
C  -0.047  -4.213  2.503  -0.0363
N  0.840  -2.745  -1.546  0.2242
C  1.811  -1.782  -1.642  -0.3460
N  3.100  -1.892  -1.342  -0.1117
P  3.794  -3.437  -0.775  0.7574
O  4.106  -3.386  0.658  -0.3399
S  4.255  -0.556  -1.461  0.7480
O  5.370  -0.946  -0.656  -0.2240
O  3.746  0.670  -0.952  -0.1792
C  4.935  -0.415  -3.194  -0.4022
F  4.058  -0.762  -4.158  0.0996
F  5.940  -1.323  -3.257  0.1143
C  5.557  1.007  -3.525  -0.5436
F  6.022  1.641  -2.457  0.2008
F  6.609  0.779  -4.333  0.1845
F  4.642  1.708  -4.195  0.1956
N  1.308  -0.515  -2.069  -0.2191
S  0.970  -0.466  -3.787  1.0671
C  1.270  -2.071  -4.594  -0.3311
C  -0.088  -2.829  -4.815  -0.4974
O  -0.870  -3.073  -3.944  0.1365
O  -0.423  -3.191  -6.118  -0.0458
C  0.390  -4.339  -6.474  -0.0837
C  0.806  -4.202  -7.995  -0.2959
C  0.534  -2.750  -8.506  -0.0137
O  -0.089  -5.077  -8.715  0.0065
C  0.480  -5.665  -9.840  -0.4958
O  0.093  -6.759  -10.132  0.1060
C  1.558  -4.979  -10.713  -0.4664
S  2.134  -6.095  -12.051  0.7410
C  0.204  -0.051  -1.197  -0.4579
C  -0.737  0.997  -1.905  -0.1375
C  -0.012  2.335  -2.263  -0.6194
C  -0.657  3.587  -1.575  -0.1237
Cl  -0.256  2.614  -4.077  0.5555
O  0.884  0.736  -0.192  0.0535
C  0.336  0.609  1.098  -0.3610
O  1.042  0.127  1.934  0.1730
C  -1.041  1.085  1.543  -0.1189
C  -1.910  0.102  2.093  -0.0253
C  -3.206  0.390  2.548  -0.0577
C  -3.695  1.726  2.464  -0.0545
C  -2.829  2.722  1.938  -0.0607
C  -1.528  2.413  1.477  -0.0298
O  -0.661  -1.028  -0.681  0.0983
H  -3.717  -3.452  2.259  0.0625
H  -1.896  -3.065  -1.620  0.1237
H  -1.041  -4.333  -0.740  0.1318
H  1.803  -3.585  1.615  0.1066
H  0.779  -4.510  0.496  0.1123
H  0.675  -4.677  3.208  0.0840
H  -0.406  -3.291  3.013  0.0874
H  -0.874  -4.887  2.228  0.0717
H  1.168  -3.699  -1.437  0.1123
H  3.016  -4.557  -1.168  0.0481
H  5.038  -3.543  -1.464  0.0576
H  1.637  -1.831  -5.619  0.0915
H  2.050  -2.714  -4.142  0.0865
H  1.282  -4.474  -5.825  0.1301
H  -0.251  -5.235  -6.336  0.1512
H  1.873  -4.487  -8.058  0.1430
H  1.024  -1.978  -7.875  0.0786
H  -0.553  -2.554  -8.593  0.1077
H  0.964  -2.627  -9.522  0.0751
H  1.204  -4.027  -11.152  0.0841
H  2.443  -4.728  -10.092  0.0710
H  2.516  -5.190  -13.001  -0.1286
H  -1.477  1.252  -1.110  0.1254
H  -1.338  0.559  -2.721  0.1047
H  1.085  2.309  -2.133  0.0996
H  -0.723  4.444  -2.276  0.0610
H  -0.051  3.916  -0.710  0.0798
H  -1.708  3.361  -1.298  0.0871
H  -1.532  -0.926  2.179  0.0983
H  -3.870  -0.380  2.966  0.1060
H  -4.716  1.964  2.800  0.1105
H  -3.234  3.744  1.894  0.1001
H  -0.895  3.221  1.093  0.0990
C  3.005  -2.743  5.454  -0.0623
C  2.183  -1.623  5.554  -0.0565
C  1.272  -1.521  6.594  0.0002
C  1.170  -2.543  7.531  -0.0824
C  1.977  -3.676  7.417  -0.0833
C  2.902  -3.767  6.382  -0.0043
C  1.846  -4.800  8.382  -0.2793
O  2.551  -5.784  8.283  0.1064
C  0.831  -4.699  9.462  -0.0847
C  0.656  -5.763  10.339  0.0006
C  -0.279  -5.675  11.358  -0.0529
C  -1.037  -4.517  11.512  -0.0531
C  -0.870  -3.455  10.637  0.0003
C  0.057  -3.545  9.605  -0.0849
C  0.201  -2.414  8.652  -0.2791
O  -0.462  -1.405  8.782  0.1063
H  3.723  -2.817  4.645  0.1057
H  2.257  -0.829  4.820  0.1045
H  0.638  -0.647  6.672  0.1213
H  3.539  -4.639  6.298  0.1202
H  1.246  -6.664  10.225  0.1216
H  -0.418  -6.507  12.037  0.1095
H  -1.762  -4.447  12.314  0.1094
H  -1.465  -2.559  10.757  0.1215
C  -2.953  7.298  3.516  -0.0555
C  -3.536  8.514  3.860  -0.0502
C  -3.840  9.442  2.877  0.0055
C  -3.553  9.163  1.545  -0.0798
C  -2.947  7.953  1.202  -0.0828
C  -2.659  7.018  2.191  -0.0097
C  -2.589  7.660  -0.210  -0.2736
O  -2.065  6.602  -0.508  0.0831
C  -2.876  8.683  -1.247  -0.0842
C  -2.496  8.449  -2.565  -0.0030
C  -2.770  9.392  -3.543  -0.0549
C  -3.433  10.569  -3.211  -0.0507
C  -3.809  10.810  -1.899  0.0045
C  -3.524  9.873  -0.912  -0.0809
C  -3.901  10.159  0.497  -0.2766
O  -4.476  11.187  0.788  0.1147
H  -2.724  6.570  4.285  0.1082
H  -3.754  8.736  4.897  0.1105
H  -4.298  10.385  3.147  0.1239
H  -2.201  6.073  1.927  0.1028
H  -1.982  7.533  -2.828  0.1155
H  -2.469  9.210  -4.567  0.1083
H  -3.653  11.302  -3.978  0.1103
H  -4.321  11.729  -1.644  0.1235